No. 1
Computed, not measured: 9 unconnected molecules or ions with the total composition C20H58N2O12 at a distorted geometry, with ωB97M-V/def2-TZVPD.

Last columns: bonded neighbours and bond lengths (Å).
Positions of all 92 atoms, in Å:
1 C 3.5095 -8.3466 -4.5844  O2 1.453, H12 1.114, H13 1.079, H14 1.058
2 O 3.2243 -8.0183 -3.1984  C1 1.453, C3 1.369
3 C 2.6674 -6.7801 -3.0257  O2 1.369, C4 1.531, H15 1.156, H16 1.093
4 C 2.4445 -6.7216 -1.5126  C3 1.531, N5 1.524, H17 1.249, H18 1.100
5 N 1.9752 -5.3276 -1.1149  C4 1.524, H6 0.948, H7 1.044, C8 1.490
6 H 2.7120 -4.7871 -1.3681  N5 0.948
7 H 1.0762 -5.2199 -1.6350  N5 1.044
8 C 1.6629 -5.3173 0.3423  N5 1.490, C9 1.616, H19 1.062, H20 1.154
9 C 1.4072 -3.7532 0.6597  C8 1.616, O10 1.434, H21 1.059, H22 1.113
10 O 0.8734 -3.8678 1.9856  C9 1.434, C11 1.519
11 C 0.4725 -2.5402 2.6055  O10 1.519, H23 1.110, H24 1.045, H25 1.165
12 H 2.8663 -8.5265 -5.4758  C1 1.114
13 H 4.0350 -9.2869 -4.6448  C1 1.079
14 H 4.3113 -7.6854 -4.7826  C1 1.058
15 H 1.6932 -6.5597 -3.6071  C3 1.156
16 H 3.3645 -5.9754 -3.2734  C3 1.093
17 H 3.5432 -7.0424 -1.0133  C4 1.249
18 H 1.6789 -7.4616 -1.2347  C4 1.100
19 H 2.5701 -5.5824 0.8270  C8 1.062
20 H 0.8728 -6.0549 0.7471  C8 1.154
21 H 0.7553 -3.4069 -0.0998  C9 1.059
22 H 2.3409 -3.1653 0.8023  C9 1.113
23 H -0.3242 -2.0614 1.9994  C11 1.110
24 H 1.2642 -1.8678 2.4870  C11 1.045
25 H 0.0775 -2.8051 3.6693  C11 1.165
26 N -0.3806 1.3188 0.3174  O27 1.312, O28 1.190, O29 1.268
27 O -1.5201 1.6289 -0.2553  N26 1.312
28 O 0.3523 2.1420 0.7650  N26 1.190
29 O -0.0882 0.0930 0.4559  N26 1.268
30 C 3.0654 3.4337 4.8777  C31 1.514, H33 1.037, H34 1.036, H35 1.164
31 C 1.8827 2.6965 4.2858  C30 1.514, O32 1.458, H36 1.158, H37 0.990
32 O 2.2821 2.4686 2.9024  C31 1.458, H38 0.927
33 H 3.2023 4.3121 4.3430  C30 1.037
34 H 3.9935 2.9750 4.9092  C30 1.036
35 H 2.7181 3.7511 5.9420  C30 1.164
36 H 0.8533 3.1759 4.5102  C31 1.158
37 H 1.8027 1.7949 4.6867  C31 0.990
38 H 1.5274 2.2670 2.4030  O32 0.927
39 C 2.5720 2.6883 -3.0583  C40 1.512, H42 1.130, H43 1.051, H44 1.001
40 C 2.8637 1.7090 -1.9438  C39 1.512, O41 1.396, H45 1.097, H46 1.016
41 O 4.1396 2.0301 -1.4769  C40 1.396, H47 0.995
42 H 1.5496 2.4621 -3.4839  C39 1.130
43 H 3.4145 2.7103 -3.6859  C39 1.051
44 H 2.4249 3.6393 -2.7813  C39 1.001
45 H 2.7709 0.6595 -2.2477  C40 1.097
46 H 2.4548 1.7810 -1.0160  C40 1.016
47 H 4.0040 2.4006 -0.5640  O41 0.995
48 C -4.8945 -1.2752 0.9071  C49 1.478, H51 1.051, H52 0.938, H53 1.185
49 C -3.8223 -1.0209 -0.0781  C48 1.478, O50 1.458, H54 1.150, H55 1.125
50 O -3.8923 0.2886 -0.7158  C49 1.458, H56 1.011
51 H -5.1377 -0.5127 1.5885  C48 1.051
52 H -4.8083 -2.0788 1.3841  C48 0.938
53 H -5.9378 -1.5878 0.4399  C48 1.185
54 H -3.6303 -1.8692 -0.8298  C49 1.150
55 H -3.0113 -1.0935 0.6986  C49 1.125
56 H -3.0929 0.7834 -0.3447  O50 1.011
57 C -4.1680 5.6191 0.2685  C58 1.482, H60 1.052, H61 1.110, H62 1.052
58 C -3.4416 4.3279 0.3021  C57 1.482, O59 1.428, H63 1.020, H64 1.148
59 O -2.8969 3.9762 -0.9705  C58 1.428, H65 0.873
60 H -4.6331 5.8789 1.1756  C57 1.052
61 H -4.9284 5.7240 -0.5327  C57 1.110
62 H -3.6239 6.5180 0.2169  C57 1.052
63 H -3.9865 3.5155 0.5915  C58 1.020
64 H -2.5963 4.3388 1.0793  C58 1.148
65 H -2.2885 3.3507 -0.9464  O59 0.873
66 C -1.0553 -1.9776 -3.9091  C67 1.481, H69 1.134, H70 1.015, H71 1.055
67 C -1.0262 -1.1570 -2.6767  C66 1.481, O68 1.447, H72 1.133, H73 1.089
68 O -0.7999 -1.9535 -1.4896  C67 1.447, H74 0.959
69 H -1.5487 -1.2738 -4.6484  C66 1.134
70 H -1.5203 -2.8632 -3.7350  C66 1.015
71 H -0.0761 -2.0476 -4.2944  C66 1.055
72 H -1.9570 -0.5105 -2.6657  C67 1.133
73 H -0.2133 -0.5011 -2.9844  C67 1.089
74 H -0.6048 -1.3829 -0.7435  O68 0.959
75 C -2.6196 1.8105 4.4021  C76 1.500, H78 1.051, H79 1.194, H80 1.033
76 C -2.0666 1.6599 3.0154  C75 1.500, O77 1.454, H81 1.136, H82 1.100
77 O -1.0132 0.6628 3.1121  C76 1.454, H83 0.979
78 H -3.4516 2.4464 4.3182  C75 1.051
79 H -1.9510 2.3046 5.2592  C75 1.194
80 H -3.1205 0.9834 4.7668  C75 1.033
81 H -1.7259 2.6509 2.5762  C76 1.136
82 H -2.8140 1.1068 2.4277  C76 1.100
83 H -0.5164 0.7167 2.2703  O77 0.979
84 C 0.1092 6.6465 -0.8219  C85 1.572, H87 1.125, H88 1.127, H89 1.169
85 C 0.3369 5.1002 -0.6559  C84 1.572, O86 1.460, H90 1.123, H91 1.145
86 O 0.4406 4.8855 0.7843  C85 1.460, H92 0.990
87 H 1.0781 7.2181 -0.8169  C84 1.125
88 H -0.7235 6.9086 -0.1084  C84 1.127
89 H -0.3904 6.7788 -1.8703  C84 1.169
90 H 1.1518 4.5651 -1.2135  C85 1.123
91 H -0.5655 4.4514 -0.9297  C85 1.145
92 H 0.4748 3.9118 0.9574  O86 0.990

## Properties
Kohn-Sham gap in eV: 7.124
Relative energy (zero: lowest compared OMol25 entry of this formula, charge and spin) in kJ/mol: 0.00
Total charge: 0

***

No. 2
Computed, not measured: 6 unconnected molecules or ions with the total composition C20H58NO22P5S, with ωB97M-V/def2-TZVPD.

Last columns: bonded neighbours and bond lengths (Å).
Positions of all 107 atoms, in Å:
1 C 2.9994 7.8873 -1.5399  O2 1.436, H9 1.087, H10 1.088, H11 1.091
2 O 3.2374 6.6452 -0.8605  C1 1.436, P3 1.587
3 P 4.6095 6.5051 -0.0751  O2 1.587, O4 1.458, O5 1.592, O7 1.575
4 O 4.9373 7.5638 0.8727  P3 1.458
5 O 5.7370 6.3823 -1.1927  P3 1.592, C6 1.431
6 C 5.5796 5.4463 -2.2638  O5 1.431, H12 1.090, H13 1.090, H14 1.088
7 O 4.3782 5.0524 0.4881  P3 1.575, C8 1.446
8 C 5.4104 4.4839 1.3266  O7 1.446, H15 1.090, H16 1.085, H17 1.087
9 H 2.3472 7.6687 -2.3815  C1 1.087
10 H 2.5144 8.5876 -0.8623  C1 1.088
11 H 3.9302 8.3271 -1.9011  C1 1.091
12 H 5.1849 5.9595 -3.1406  C6 1.090
13 H 4.9098 4.6327 -1.9859  C6 1.090
14 H 6.5648 5.0452 -2.4903  C6 1.088
15 H 6.3934 4.8659 1.0510  C8 1.090
16 H 5.3917 3.4080 1.1897  C8 1.085
17 H 5.2048 4.7280 2.3661  C8 1.087
18 C 7.6462 -0.5527 4.1680  O19 1.436, H26 1.087, H27 1.088, H28 1.091
19 O 7.3926 -0.8479 2.7854  C18 1.436, P20 1.581
20 P 6.4086 0.1145 2.0079  O19 1.581, O21 1.461, O22 1.582, O24 1.583
21 O 6.7028 1.5456 2.0436  P20 1.461
22 O 4.9562 -0.1638 2.5695  P20 1.582, C23 1.442
23 C 4.4728 -1.5167 2.6926  O22 1.442, H29 1.089, H30 1.088, H31 1.085
24 O 6.4945 -0.5986 0.5971  P20 1.583, C25 1.434
25 C 5.7471 -0.0161 -0.4796  O24 1.434, H32 1.091, H33 1.087, H34 1.089
26 H 7.8765 -1.4966 4.6546  C18 1.087
27 H 8.4926 0.1268 4.2452  C18 1.088
28 H 6.7753 -0.0990 4.6427  C18 1.091
29 H 4.5951 -1.8504 3.7215  C23 1.089
30 H 4.9983 -2.1970 2.0262  C23 1.088
31 H 3.4179 -1.5146 2.4371  C23 1.085
32 H 4.8382 0.4669 -0.1179  C25 1.091
33 H 5.4827 -0.8254 -1.1554  C25 1.087
34 H 6.3651 0.7158 -0.9969  C25 1.089
35 C 1.4787 -3.5306 -0.4303  O36 1.442, H43 1.086, H44 1.088, H45 1.091
36 O 1.5131 -4.8033 0.2475  C35 1.442, P37 1.578
37 P 2.8167 -5.2006 1.0435  O36 1.578, O38 1.460, O39 1.588, O41 1.582
38 O 3.3147 -4.2673 2.0495  P37 1.460
39 O 3.9351 -5.4947 -0.0450  P37 1.588, C40 1.435
40 C 3.6279 -6.3178 -1.1801  O39 1.435, H46 1.089, H47 1.090, H48 1.087
41 O 2.3164 -6.6103 1.5597  P37 1.582, C42 1.438
42 C 3.2056 -7.3570 2.4072  O41 1.438, H49 1.090, H50 1.087, H51 1.088
43 H 0.8002 -3.6430 -1.2714  C35 1.086
44 H 1.0954 -2.7728 0.2493  C35 1.088
45 H 2.4735 -3.2453 -0.7759  C35 1.091
46 H 3.3868 -5.6828 -2.0315  C40 1.089
47 H 2.7893 -6.9825 -0.9746  C40 1.090
48 H 4.5157 -6.9046 -1.4018  C40 1.087
49 H 4.2487 -7.1516 2.1652  C42 1.090
50 H 2.9924 -8.4092 2.2390  C42 1.087
51 H 3.0180 -7.0969 3.4468  C42 1.088
52 C -1.5550 -6.1349 0.6097  O53 1.439, H60 1.087, H61 1.087, H62 1.091
53 O -1.6641 -6.3631 -0.8067  C52 1.439, P54 1.580
54 P -2.3453 -5.2296 -1.6716  O53 1.580, O55 1.461, O56 1.586, O58 1.582
55 O -1.7607 -3.8929 -1.5912  P54 1.461
56 O -3.8773 -5.1943 -1.2640  P54 1.586, C57 1.434
57 C -4.6372 -6.4086 -1.2039  O56 1.434, H63 1.090, H64 1.090, H65 1.088
58 O -2.2837 -5.9649 -3.0706  P54 1.582, C59 1.440
59 C -2.8436 -5.2739 -4.2037  O58 1.440, H66 1.090, H67 1.086, H68 1.088
60 H -1.4647 -7.1101 1.0807  C52 1.087
61 H -0.6618 -5.5455 0.8000  C52 1.087
62 H -2.4311 -5.6182 1.0048  C52 1.091
63 H -4.7541 -6.7115 -0.1636  C57 1.090
64 H -4.1578 -7.2099 -1.7654  C57 1.090
65 H -5.6130 -6.1974 -1.6363  C57 1.088
66 H -3.6850 -4.6460 -3.9106  C59 1.090
67 H -3.1911 -6.0353 -4.8961  C59 1.086
68 H -2.0735 -4.6624 -4.6694  C59 1.088
69 C -8.9422 -7.0016 -5.6628  O70 1.437, H77 1.087, H78 1.088, H79 1.091
70 O -9.3094 -5.6757 -5.2490  C69 1.437, P71 1.581
71 P -8.4171 -4.9843 -4.1422  O70 1.581, O72 1.460, O73 1.592, O75 1.579
72 O -6.9746 -4.9429 -4.3620  P71 1.460
73 O -8.7398 -5.7392 -2.7785  P71 1.592, C74 1.434
74 C -10.1017 -5.9731 -2.3945  O73 1.434, H80 1.089, H81 1.090, H82 1.087
75 O -9.1870 -3.6073 -4.0788  P71 1.579, C76 1.439
76 C -8.6635 -2.5953 -3.1995  O75 1.439, H83 1.090, H84 1.086, H85 1.088
77 H -9.8541 -7.4946 -5.9882  C69 1.087
78 H -8.2340 -6.9416 -6.4865  C69 1.088
79 H -8.4935 -7.5632 -4.8423  C69 1.091
80 H -10.3889 -6.9854 -2.6766  C74 1.089
81 H -10.7758 -5.2584 -2.8657  C74 1.090
82 H -10.1556 -5.8673 -1.3138  C74 1.087
83 H -8.1717 -3.0384 -2.3332  C76 1.090
84 H -9.5077 -1.9943 -2.8736  C76 1.086
85 H -7.9507 -1.9794 -3.7429  C76 1.088
86 N -1.3530 9.8884 0.8702  C87 1.461, H95 1.008, H96 1.011
87 C -2.2983 8.7844 0.7237  N86 1.461, C88 1.532, H97 1.094, H98 1.096
88 C -3.4253 8.6849 1.7573  C87 1.532, O89 1.417, H99 1.092, H100 1.103
89 O -3.1793 7.9091 2.9176  C88 1.417, C90 1.414
90 C -2.1114 8.3229 3.7477  O89 1.414, C91 1.533, H101 1.098, H102 1.092
91 C -0.8356 7.5136 3.4888  C90 1.533, O92 1.418, H103 1.092, H104 1.094
92 O -0.0546 7.4103 4.6681  C91 1.418, C93 1.397
93 C 0.9631 8.3630 4.7652  O92 1.397, S94 1.837, H105 1.089, H106 1.096
94 S 2.4571 7.9920 3.7636  C93 1.837, H107 1.337
95 H -0.5183 9.6376 1.3772  N86 1.008
96 H -1.7709 10.6939 1.3157  N86 1.011
97 H -1.7422 7.8423 0.7186  C87 1.094
98 H -2.7729 8.8590 -0.2611  C87 1.096
99 H -4.2912 8.2104 1.2917  C88 1.092
100 H -3.7296 9.7030 2.0547  C88 1.103
101 H -1.9372 9.4002 3.6275  C90 1.098
102 H -2.4062 8.1427 4.7835  C90 1.092
103 H -1.1209 6.5048 3.1835  C91 1.092
104 H -0.2331 7.9468 2.6849  C91 1.094
105 H 1.2936 8.3722 5.8031  C93 1.089
106 H 0.6018 9.3623 4.4978  C93 1.096
107 H 1.8099 7.2873 2.8300  S94 1.337

## Properties
Kohn-Sham gap in eV: 9.226
Structure (SMILES): COP(=O)(OC)OC.COP(=O)(OC)OC.COP(=O)(OC)OC.COP(=O)(OC)OC.COP(=O)(OC)OC.NCCOCCOCS
Total charge: 0

***

No. 3
Computed, not measured: 8 unconnected molecules or ions with the total composition C20H59N7O11 at a distorted geometry, with ωB97M-V/def2-TZVPD.

Last columns: bonded neighbours and bond lengths (Å).
Positions of all 97 atoms, in Å:
1 C 7.1549 -0.6114 -0.3917  O2 1.414, H10 1.092, H11 1.094, H12 1.099
2 O 6.4564 -0.2880 -1.5777  C1 1.414, C3 1.437
3 C 5.2788 0.4721 -1.2627  O2 1.437, C4 1.498, H13 1.096, H14 1.094
4 C 4.4239 0.5229 -2.4923  C3 1.498, N5 1.464, H15 1.098, H16 1.096
5 N 3.6049 -0.6619 -2.7561  C4 1.464, C6 1.454, H17 1.013
6 C 4.3586 -1.8744 -3.0303  N5 1.454, C7 1.536, H18 1.088, H19 1.100
7 C 3.3956 -2.9503 -3.5545  C6 1.536, O8 1.430, H20 1.096, H21 1.090
8 O 2.8578 -2.6186 -4.8370  C7 1.430, C9 1.428
9 C 3.7422 -3.1317 -5.8337  O8 1.428, H22 1.092, H23 1.094, H24 1.086
10 H 8.0729 -1.1046 -0.7180  C1 1.092
11 H 6.6382 -1.2354 0.3441  C1 1.094
12 H 7.4583 0.3052 0.1328  C1 1.099
13 H 5.5535 1.5005 -1.0021  C3 1.096
14 H 4.6917 0.0972 -0.4187  C3 1.094
15 H 4.9908 0.7738 -3.3987  C4 1.098
16 H 3.7476 1.3769 -2.3720  C4 1.096
17 H 3.0147 -0.4978 -3.5623  N5 1.013
18 H 4.8383 -2.3122 -2.1571  C6 1.088
19 H 5.0661 -1.6928 -3.8527  C6 1.100
20 H 2.5309 -2.8566 -2.8871  C7 1.096
21 H 3.7680 -3.9643 -3.4110  C7 1.090
22 H 4.0338 -4.1760 -5.7003  C9 1.092
23 H 4.6721 -2.5584 -5.7771  C9 1.094
24 H 3.3108 -3.0092 -6.8233  C9 1.086
25 C -3.0385 -1.9935 0.5388  O26 1.405, H34 1.089, H35 1.094, H36 1.100
26 O -3.9424 -1.7452 1.5847  C25 1.405, C27 1.416
27 C -4.0910 -0.3735 1.9013  O26 1.416, C28 1.519, H37 1.092, H38 1.103
28 C -5.2134 -0.2350 2.9154  C27 1.519, N29 1.485, H39 1.090, H40 1.095
29 N -6.5066 -0.3236 2.1917  C28 1.485, C30 1.483, H41 1.018
30 C -7.6365 0.0254 3.0867  N29 1.483, C31 1.514, H42 1.090, H43 1.094
31 C -8.8466 0.4599 2.2873  C30 1.514, O32 1.422, H44 1.092, H45 1.103
32 O -9.9555 -0.3689 2.6117  C31 1.422, C33 1.405
33 C -11.1956 0.1021 2.1488  O32 1.405, H46 1.097, H47 1.084, H48 1.098
34 H -2.7405 -3.0366 0.4407  C25 1.089
35 H -2.1254 -1.3956 0.6140  C25 1.094
36 H -3.5644 -1.7878 -0.4047  C25 1.100
37 H -4.2074 0.2519 1.0140  C27 1.092
38 H -3.1563 -0.0786 2.4068  C27 1.103
39 H -5.0959 0.7294 3.4095  C28 1.090
40 H -5.0730 -1.0508 3.6321  C28 1.095
41 H -6.5348 -1.3246 2.0078  N29 1.018
42 H -7.2390 0.8375 3.6949  C30 1.090
43 H -7.9048 -0.8064 3.7441  C30 1.094
44 H -8.7016 0.6424 1.2200  C31 1.092
45 H -9.1655 1.4525 2.6488  C31 1.103
46 H -11.3854 1.1138 2.5282  C33 1.097
47 H -11.9893 -0.5877 2.4124  C33 1.084
48 H -11.1464 0.2039 1.0567  C33 1.098
49 C -0.0790 3.6922 2.8585  O50 1.416, H58 1.091, H59 1.091, H60 1.096
50 O -0.5931 2.5725 2.1605  C49 1.416, C51 1.399
51 C 0.3364 1.8801 1.3762  O50 1.399, C52 1.558, H61 1.099, H62 1.105
52 C 1.1091 2.7537 0.3431  C51 1.558, N53 1.478, H63 1.095, H64 1.088
53 N 2.4636 2.9940 0.8838  C52 1.478, C54 1.467, H65 1.020
54 C 3.1512 3.9509 0.0105  N53 1.467, C55 1.523, H66 1.093, H67 1.099
55 C 2.6812 5.3982 0.0631  C54 1.523, O56 1.420, H68 1.101, H69 1.094
56 O 2.2564 5.8036 1.3560  C55 1.420, C57 1.413
57 C 2.1405 7.2114 1.3909  O56 1.413, H70 1.096, H71 1.094, H72 1.089
58 H 0.6230 3.3655 3.6266  C49 1.091
59 H -0.9447 4.2296 3.2473  C49 1.091
60 H 0.3570 4.4551 2.2035  C49 1.096
61 H -0.2076 1.0493 0.9052  C51 1.099
62 H 1.0150 1.1914 1.9113  C51 1.105
63 H 0.3931 3.5770 0.2508  C52 1.095
64 H 1.2413 2.2227 -0.5970  C52 1.088
65 H 2.3045 3.4855 1.7628  N53 1.020
66 H 3.1776 3.5743 -1.0151  C54 1.093
67 H 4.2283 3.9448 0.2277  C54 1.099
68 H 1.8233 5.4860 -0.6212  C55 1.101
69 H 3.4771 6.0575 -0.2945  C55 1.094
70 H 1.3214 7.4953 0.7195  C57 1.096
71 H 2.9962 7.8325 1.1116  C57 1.094
72 H 1.8615 7.5127 2.3998  C57 1.089
73 N 1.1611 -4.9550 0.1548  C74 1.365, H77 1.008, H78 1.000
74 C 0.7707 -5.1550 -1.1375  N73 1.365, N75 1.368, O76 1.228
75 N 1.0753 -6.3942 -1.6315  C74 1.368, H79 1.003, H80 0.998
76 O 0.1337 -4.3360 -1.7949  C74 1.228
77 H 1.1848 -4.0532 0.6036  N73 1.008
78 H 1.5438 -5.7572 0.6137  N73 1.000
79 H 0.8077 -6.5915 -2.5778  N75 1.003
80 H 1.6692 -7.0285 -1.1397  N75 0.998
81 N -0.4910 -1.1504 3.4201  C82 1.372, H85 1.007, H86 1.004
82 C 0.3745 -1.8862 2.6514  N81 1.372, N83 1.357, O84 1.233
83 N 1.6751 -1.7638 3.0183  C82 1.357, H87 1.007, H88 1.002
84 O 0.0311 -2.5907 1.6995  C82 1.233
85 H -1.3740 -0.8595 3.0336  N81 1.007
86 H -0.0523 -0.4652 4.0086  N81 1.004
87 H 2.3313 -2.2781 2.4540  N83 1.007
88 H 2.0061 -1.5170 3.9314  N83 1.002
89 O 0.4539 1.1385 -2.7432  H90 0.962, H91 0.977
90 H 0.2140 0.7531 -3.5914  O89 0.962
91 H 0.2206 0.4464 -2.0942  O89 0.977
92 O -1.7346 -0.7133 -4.5095  H93 0.968, H94 0.964
93 H -1.4136 -0.9616 -3.6302  O92 0.968
94 H -1.0300 -0.9816 -5.1102  O92 0.964
95 O -0.0648 -1.2927 -1.6235  H96 0.967, H97 0.969
96 H -0.1391 -1.4404 -0.6706  O95 0.967
97 H 0.3079 -2.1187 -1.9678  O95 0.969

## Properties
Kohn-Sham gap in eV: 8.739
Structure (SMILES): COCCNCCOC.COCCNCCOC.COCCNCCOC.NC(N)=O.NC(N)=O.O.O.O
Relative energy (zero: lowest compared OMol25 entry of this formula, charge and spin) in kJ/mol: 79.37
Total charge: 0